The following is a DFT calculation (ωB97M-V with the def2-TZVPD basis set) of C42H50GeN2O4S4W as an isolated structure at a distorted geometry.

Orbital gap (spin up / spin down), eV: 6.31 / 6.37
Multiplicity: 1
M, g mol⁻¹: 1031.590
Total charge: 0
HOMO level (spin up / spin down), hartree: -0.248 / -0.243

XYZ file:
```
104
Properties=species:S:1:pos:R:3:nbo_charge:R:1
W 0.1305 -0.3888 0.2551 1.059
C 1.1972 -0.6723 1.9680 -0.079
Ge 0.1643 -2.7591 -0.6994 1.161
C 1.5310 -3.2929 -2.0066 -0.428
C 1.8834 -2.4540 -3.0692 -0.238
C 2.9168 -2.7863 -3.9389 -0.162
C 3.6398 -3.9575 -3.7499 -0.234
C 3.3176 -4.7947 -2.6906 -0.207
C 2.2722 -4.4659 -1.8338 -0.223
C -0.1443 -4.3222 0.4384 -0.438
C -0.1707 -4.2182 1.8284 -0.232
C -0.4726 -5.3169 2.6317 -0.212
C -0.7574 -6.5405 2.0438 -0.219
C -0.7420 -6.6617 0.6582 -0.233
C -0.4402 -5.5612 -0.1356 -0.154
C -1.5759 -2.7292 -1.6858 -0.411
C -1.7397 -2.1097 -2.9260 -0.142
C -2.9939 -1.9879 -3.5175 -0.237
C -4.1226 -2.4789 -2.8738 -0.226
C -3.9836 -3.1090 -1.6420 -0.218
C -2.7246 -3.2301 -1.0601 -0.237
H 1.4865 -1.0590 2.9415 0.198
H 1.3615 -1.5187 -3.2150 0.229
H 3.1629 -2.1219 -4.7594 0.202
H 4.4490 -4.2150 -4.4222 0.210
H 3.8825 -5.7053 -2.5260 0.209
H 2.0397 -5.1389 -1.0153 0.214
H 0.0351 -3.2586 2.2959 0.203
H -0.4848 -5.2169 3.7109 0.207
H -0.9962 -7.3983 2.6611 0.212
H -0.9705 -7.6146 0.1959 0.212
H -0.4456 -5.6661 -1.2161 0.210
H -0.8720 -1.7306 -3.4513 0.202
H -3.0919 -1.5116 -4.4874 0.206
H -5.0991 -2.3862 -3.3343 0.210
H -4.8546 -3.5172 -1.1398 0.205
H -2.6352 -3.7500 -0.1107 0.208
C -3.5366 -1.4818 3.8256 -0.413
N -2.3844 -1.0201 3.0430 -0.398
C -1.7914 0.2436 3.5220 -0.418
C -2.4643 -1.2445 1.7361 0.534
O -1.5507 -1.0386 0.9386 -0.559
H -3.2284 -1.5967 4.8619 0.220
H -3.8699 -2.4507 3.4607 0.220
H -4.3675 -0.7728 3.7886 0.194
H -2.5591 1.0190 3.5348 0.194
H -0.9707 0.5608 2.8853 0.249
H -1.4081 0.1017 4.5304 0.215
H -3.3593 -1.7366 1.3419 0.172
O -1.5151 1.1752 0.0288 -0.983
S -1.6239 2.5143 -0.7109 1.289
C -1.9166 3.7481 0.5731 -0.600
C -3.4039 3.6937 0.8980 -0.412
C -4.0994 3.6106 -0.4586 -0.410
C -3.3647 2.5140 -1.2319 -0.597
H -1.6303 4.7038 0.1252 0.236
H -1.2295 3.5210 1.3865 0.288
H -3.7208 4.5616 1.4769 0.229
H -3.6169 2.7983 1.4890 0.205
H -4.0024 4.5660 -0.9796 0.210
H -5.1631 3.3871 -0.3762 0.229
H -3.3996 2.6306 -2.3140 0.246
H -3.7053 1.5116 -0.9699 0.251
C 1.9542 2.5997 -8.5250 -0.728
C 0.9218 3.6223 -8.9300 0.439
O 0.9402 4.1783 -9.9943 -0.546
S -0.4055 4.1033 -7.8109 0.235
C -0.1624 3.1340 -6.3529 -0.227
C -0.6805 1.8442 -6.2651 -0.217
C -0.5134 1.1010 -5.1068 -0.134
C 0.1602 1.6390 -4.0062 -0.148
C 0.6572 2.9415 -4.0925 -0.180
C 0.4981 3.6819 -5.2550 -0.205
C 0.2924 0.8882 -2.7862 -0.035
C 0.4093 0.2427 -1.7631 -0.398
H 2.1525 1.9659 -9.3870 0.245
H 1.6642 1.9970 -7.6695 0.234
H 2.8734 3.1357 -8.2823 0.248
H -1.2118 1.4250 -7.1115 0.225
H -0.9085 0.0944 -5.0411 0.211
H 1.1604 3.3663 -3.2330 0.226
H 0.8796 4.6932 -5.3148 0.227
C 3.3067 2.0760 -1.1130 -0.264
O 3.6657 2.2164 0.2685 -0.524
C 2.7146 2.3719 1.1974 0.060
S 3.2170 2.7028 2.7389 -0.170
S 1.0431 2.2427 0.7424 -0.360
H 2.7992 2.9736 -1.4621 0.186
H 2.6615 1.2221 -1.2774 0.213
H 4.2534 1.9492 -1.6332 0.192
C 4.1359 -1.1860 -0.1820 -0.611
C 3.3662 -1.4221 1.1135 0.099
C 3.1111 -2.9128 1.3042 -0.603
C 4.1415 -0.8757 2.3030 -0.626
N 2.0490 -0.7151 1.0197 -0.462
H 4.9177 -1.9403 -0.2925 0.213
H 4.6000 -0.1988 -0.1819 0.221
H 3.4697 -1.2660 -1.0419 0.228
H 4.0672 -3.4198 1.4495 0.221
H 2.6302 -3.3528 0.4354 0.224
H 2.4877 -3.0994 2.1820 0.204
H 5.1444 -1.3065 2.2856 0.219
H 3.6772 -1.1495 3.2549 0.200
H 4.2235 0.2108 2.2593 0.249
```

=====

The following is a DFT calculation (ωB97M-V with the def2-TZVPD basis set) of C42H51Br2IrN6O2Si as an isolated structure at a distorted geometry.

Orbital gap, eV: 5.98
Multiplicity: 1
M, g mol⁻¹: 1052.021
Total charge: +2
HOMO level, hartree: -0.464

XYZ file:
```
105
Properties=species:S:1:pos:R:3:mulliken_charge:R:1
Ir -1.7176 -0.2173 0.1598 3.233
C -4.7667 0.0555 1.5836 -0.919
N -4.2170 -0.5041 0.3596 -0.396
C -4.6771 -1.8368 0.0120 -0.875
C -3.6789 -2.4793 -0.8938 -0.256
N -2.4394 -2.0602 -1.0223 0.311
C -1.8322 -2.8958 -1.9297 -0.300
C -0.5409 -2.9019 -2.4423 0.278
C -0.2316 -3.8731 -3.3703 -0.697
C -1.1686 -4.8305 -3.7694 -0.568
C -2.4518 -4.8506 -3.2608 -1.079
C -2.7732 -3.8642 -2.3416 0.623
N -3.9277 -3.5661 -1.6521 -0.045
C -3.8912 1.1864 2.0180 -0.184
N -2.6701 1.3401 1.5625 0.097
C -2.1695 2.4895 2.1215 -0.224
C -0.9598 3.1427 1.9185 0.058
C -0.7374 4.3015 2.6288 -0.824
C -1.6860 4.7973 3.5282 -0.591
C -2.9032 4.1738 3.7226 -1.108
C -3.1440 3.0172 2.9942 0.681
N -4.2232 2.1598 2.8936 -0.068
H -4.7598 -0.7163 2.3637 0.286
H -5.8022 0.4054 1.4617 0.580
H -4.3709 0.1306 -0.4219 0.254
H -5.6661 -1.8269 -0.4696 0.539
H -4.7529 -2.4352 0.9290 0.326
H 0.1832 -2.1667 -2.1280 0.002
H 0.7550 -3.9009 -3.8069 0.503
H -0.8807 -5.5753 -4.4938 0.414
H -3.1702 -5.5939 -3.5694 0.437
H -4.8034 -4.0625 -1.7132 0.228
H -0.2524 2.7693 1.1941 0.180
H 0.1860 4.8437 2.4940 0.498
H -1.4607 5.6971 4.0803 0.425
H -3.6329 4.5760 4.4076 0.434
H -5.0995 2.2573 3.3834 0.234
C 3.6635 -1.2738 -2.7126 -1.723
C 3.7321 0.2028 -2.2982 2.825
C 2.6403 0.9485 -3.0781 -1.842
C 5.1073 0.7490 -2.7212 -1.892
Si 3.5464 0.4360 -0.3543 -2.010
Br 0.6161 0.2406 -0.1868 0.164
C 3.7523 2.2414 0.3761 2.656
C 3.2192 3.2933 -0.6054 -1.961
C 5.2524 2.4894 0.6084 -1.733
C 3.0169 2.4475 1.7068 -1.725
C 3.9662 -1.1026 0.8000 2.653
C 3.1177 -2.3378 0.4672 -1.814
C 5.4513 -1.4486 0.6029 -1.658
C 3.7519 -0.7912 2.2869 -2.154
H 3.8084 -1.3439 -3.7887 0.630
H 2.6959 -1.7064 -2.4755 0.037
H 4.4451 -1.8647 -2.2456 0.344
H 2.7769 0.7626 -4.1414 0.546
H 2.6814 2.0193 -2.9200 0.332
H 1.6488 0.6077 -2.7963 0.324
H 5.2271 0.6228 -3.7949 0.512
H 5.9182 0.2156 -2.2311 0.406
H 5.2087 1.8084 -2.5052 0.374
H 3.7686 3.2875 -1.5409 0.407
H 3.3450 4.2809 -0.1675 0.619
H 2.1622 3.1433 -0.8125 0.274
H 5.8175 2.4541 -0.3183 0.374
H 5.6756 1.7602 1.2941 0.368
H 5.3936 3.4775 1.0409 0.521
H 1.9539 2.2573 1.6036 0.196
H 3.1491 3.4794 2.0255 0.627
H 3.4050 1.8157 2.4959 0.293
H 3.3636 -2.7504 -0.5033 0.366
H 2.0571 -2.1046 0.4871 0.216
H 3.3104 -3.1100 1.2091 0.577
H 5.6871 -1.6654 -0.4342 0.349
H 5.6975 -2.3319 1.1873 0.503
H 6.0958 -0.6404 0.9378 0.372
H 2.7148 -0.5433 2.4966 0.365
H 4.3916 0.0179 2.6245 0.409
H 4.0184 -1.6688 2.8727 0.622
N -1.8551 -1.5503 1.9463 -0.686
C -1.6410 -2.1954 2.8766 0.459
C -1.4335 -3.0185 3.9831 0.352
C -2.3390 -3.0122 5.0522 -0.499
C -2.1443 -3.8786 6.1080 -0.653
C -1.0610 -4.7457 6.1067 -0.397
C -0.1556 -4.7400 5.0552 -0.649
C -0.3323 -3.8832 3.9895 -0.519
H -3.1844 -2.3418 5.0458 0.456
H -2.8413 -3.8884 6.9315 0.415
H -0.9258 -5.4363 6.9234 0.424
H 0.6861 -5.4132 5.0612 0.419
H 0.3584 -3.8794 3.1610 0.588
Br -4.3673 0.4669 -3.4280 -0.161
C -3.5843 2.1149 -3.9499 0.255
C -4.0865 2.7246 -5.0888 -0.627
C -3.5505 3.9250 -5.5188 -0.566
C -2.5255 4.5257 -4.8083 -0.711
C -2.0145 3.9066 -3.6830 -0.431
C -2.5348 2.6946 -3.2485 0.338
C -1.8903 2.0420 -2.0242 0.459
O -0.7413 2.3595 -1.7593 -0.487
O -2.6298 1.2227 -1.4223 -0.746
H -4.8847 2.2534 -5.6395 0.439
H -3.9368 4.3847 -6.4148 0.406
H -2.1022 5.4572 -5.1475 0.417
H -1.1985 4.3447 -3.1305 0.469
```

=====

The following is a DFT calculation (ωB97M-V with the def2-TZVPD basis set) of C42H51CdN2O4P2Te2 as an isolated structure.

Orbital gap (spin up / spin down), eV: 7.64 / 6.15
Relative energy (zero: lowest compared OMol25 entry of this formula, charge and spin), kcal per mole: 12.7
Multiplicity: 2
M, g mol⁻¹: 1077.440
Total charge: 0
HOMO level (spin up / spin down), hartree: -0.268 / -0.268

XYZ file:
```
104
Properties=species:S:1:pos:R:3:lowdin_spin:R:1
Cd 1.4508 0.0200 0.2430 0.013
N 0.4173 -0.8086 2.4934 0.002
C 1.1993 -1.2210 3.6337 0.000
C 0.6437 -1.2612 4.9059 0.000
C 1.4184 -1.6186 5.9969 0.000
C 2.7585 -1.9327 5.8210 0.000
C 3.3097 -1.9086 4.5507 0.000
C 2.5374 -1.5636 3.4453 0.000
P 3.1907 -1.5746 1.7420 -0.001
C 2.8979 -3.3053 1.2288 0.000
C 2.0790 -4.1700 1.9457 0.000
C 1.8266 -5.4554 1.4784 0.000
C 2.4021 -5.8894 0.2964 0.000
C 3.2192 -5.0290 -0.4288 0.000
C 3.4524 -3.7441 0.0254 0.001
C 4.9912 -1.4757 1.9724 0.000
C 5.8158 -2.5835 2.1505 0.000
C 7.1776 -2.4124 2.3509 0.000
C 7.7236 -1.1368 2.3806 0.000
C 6.9062 -0.0297 2.2020 0.000
C 5.5469 -0.1973 1.9890 0.000
H -0.4745 -1.2888 2.4500 0.000
H 0.2129 0.1861 2.5988 0.000
H -0.3991 -0.9976 5.0369 0.000
H 0.9789 -1.6389 6.9853 0.000
H 3.3726 -2.1988 6.6705 0.000
H 4.3542 -2.1589 4.4143 0.000
H 1.6372 -3.8513 2.8812 0.000
H 1.1865 -6.1158 2.0486 0.000
H 2.2132 -6.8921 -0.0648 0.000
H 3.6633 -5.3570 -1.3598 0.000
H 4.0592 -3.0702 -0.5663 0.000
H 5.3978 -3.5819 2.1380 0.000
H 7.8113 -3.2793 2.4864 0.000
H 8.7862 -1.0069 2.5382 0.000
H 7.3230 0.9686 2.2210 0.000
H 4.9143 0.6715 1.8460 0.000
C 0.1130 -3.1288 -2.0553 0.002
C 0.5486 -1.8763 -1.3420 0.020
O 1.8023 -1.6473 -1.2975 0.079
N -0.2445 -1.0148 -0.7359 0.419
Te -2.3720 -0.8910 -1.7898 0.252
C -4.5051 -0.5660 -2.0181 0.127
C -5.1272 0.6447 -1.7211 0.016
C -4.3900 1.8090 -1.1239 0.006
C -6.4886 0.7857 -1.9916 0.002
C -7.2405 -0.2472 -2.5222 0.006
C -8.7067 -0.0801 -2.8101 0.001
C -6.6052 -1.4588 -2.7727 0.004
C -5.2503 -1.6433 -2.5287 0.021
C -4.6504 -2.9927 -2.8280 0.001
C -1.7777 0.7927 -2.9256 0.004
C -1.1772 1.9132 -2.3551 0.000
C -1.0505 2.1573 -0.8791 0.004
C -0.6966 2.9151 -3.1992 0.000
C -0.8267 2.8485 -4.5735 0.000
C -0.3045 3.9412 -5.4633 0.000
C -1.4699 1.7408 -5.1148 0.000
C -1.9468 0.7088 -4.3189 0.002
C -2.6313 -0.4527 -4.9898 0.004
H 0.8582 -3.8972 -1.8540 0.001
H 0.0964 -2.9491 -3.1315 -0.001
H -0.8702 -3.4727 -1.7456 0.000
H -3.6025 1.4717 -0.4481 0.005
H -5.0745 2.4453 -0.5631 0.000
H -3.9163 2.4181 -1.8972 0.000
H -6.9694 1.7319 -1.7663 0.000
H -9.0560 0.9093 -2.5180 0.000
H -9.2995 -0.8206 -2.2710 0.000
H -8.9139 -0.2099 -3.8737 0.000
H -7.1819 -2.2873 -3.1706 0.001
H -5.4233 -3.6738 -3.1816 0.000
H -4.1913 -3.4401 -1.9443 0.000
H -3.8728 -2.9292 -3.5916 0.000
H -1.2060 1.2577 -0.2871 0.003
H -1.7860 2.9013 -0.5590 0.000
H -0.0676 2.5673 -0.6476 0.000
H -0.2086 3.7753 -2.7524 0.000
H 0.2958 4.6550 -4.9006 0.000
H -1.1242 4.4876 -5.9335 0.000
H 0.3149 3.5323 -6.2625 0.000
H -1.5936 1.6698 -6.1900 0.000
H -2.7126 -0.2716 -6.0607 0.000
H -3.6371 -0.6078 -4.5950 0.001
H -2.0775 -1.3818 -4.8413 0.001
C 2.8416 6.3934 1.1055 0.000
C 1.9700 5.4578 1.9072 0.000
O 1.8251 4.2280 1.1790 0.000
P 1.9937 2.7492 1.7567 0.000
O 2.4314 1.9118 0.5652 0.001
Te 3.1692 2.6169 3.7714 0.000
O 0.4525 2.2531 1.9823 0.001
C -0.4096 3.0360 2.8265 0.000
C -1.2879 2.1139 3.6377 0.000
H 2.8918 7.3656 1.5974 0.000
H 2.4401 6.5333 0.1024 0.000
H 3.8520 5.9955 1.0221 0.000
H 0.9666 5.8663 2.0513 0.000
H 2.4063 5.2447 2.8862 0.000
H -0.9960 3.6916 2.1782 0.000
H 0.2057 3.6515 3.4899 0.000
H -1.8454 1.4358 2.9889 0.000
H -2.0100 2.6934 4.2135 0.000
H -0.6813 1.5322 4.3341 0.000
```

=====

- Which value of total charge does entry 2 give?
  +2

=====

- What is the multiplicity in the second record?
  1

=====

- Among the records above, which one has the lowest M?
  C42H50GeN2O4S4W

=====

- Which formula does entry 1 have?
  C42H50GeN2O4S4W